[1]
{"formula": "C6H11NOS", "method": "ωB97M-V/def2-TZVPD", "e_homo_ev": -8.563, "molar_mass_g_mol": 145.23, "fmax_ev_per_a": 4.72, "gap_ev": 9.3, "smiles": "C[C@]1(C(=O)S)CCCN1", "e_above_lowest_ev": 1.492, "elements": ["C", "C", "C", "O", "S", "C", "C", "C", "N", "H", "H", "H", "H", "H", "H", "H", "H", "H", "H", "H"], "positions_angstrom": [[-1.157, 1.585, -0.511], [-0.149, 0.429, -0.458], [0.847, 0.344, -1.976], [0.444, 0.907, -2.921], [2.380, -0.459, -1.792], [-0.631, -1.016, -0.251], [-0.018, -1.573, 0.981], [0.310, -0.230, 1.738], [0.783, 0.589, 0.651], [-1.640, 1.889, 0.482], [-2.057, 1.273, -1.122], [-0.676, 2.538, -0.877], [2.149, -0.755, -0.451], [-0.333, -1.661, -1.124], [-1.741, -1.106, -0.172], [-0.607, -2.292, 1.589], [0.823, -2.044, 0.624], [-0.649, 0.228, 2.249], [1.092, -0.265, 2.414], [0.830, 1.621, 0.927]]}

[2]
{"formula": "C5H6N2O", "method": "ωB97M-V/def2-TZVPD", "e_homo_ev": -7.435, "molar_mass_g_mol": 110.12, "fmax_ev_per_a": 7.77, "gap_ev": 7.9, "smiles": "O=C/C=C1\\C=CNN1", "e_above_lowest_ev": 4.386, "elements": ["O", "C", "C", "C", "C", "C", "N", "N", "H", "H", "H", "H", "H", "H"], "positions_angstrom": [[2.362, -1.046, 0.248], [2.477, 0.187, -0.010], [1.234, 1.033, -0.163], [0.098, 0.291, -0.060], [-0.067, -1.119, -0.044], [-1.358, -1.208, -0.071], [-2.039, -0.064, 0.319], [-1.102, 0.918, -0.080], [3.418, 0.691, 0.064], [0.956, 2.067, 0.255], [0.716, -1.878, -0.445], [-2.134, -1.968, -0.448], [-3.192, 0.178, 0.128], [-1.367, 1.919, 0.305]]}